# 1
A structure of composition C15H31IP2Re, computed with the ωB97M-V functional and the def2-TZVPD basis.

Cartesian coordinates (Å):
P1 3.128 0.813 -3.909
P2 0.388 -0.764 -4.854
C1 2.986 -0.266 -5.456
C2 1.634 0.093 -6.027
H1 3.082 -1.311 -5.112
H2 3.814 -0.077 -6.159
H3 1.548 1.180 -6.204
H4 1.413 -0.486 -6.922
C3 1.108 -2.575 -5.384
H5 0.279 -3.291 -5.247
H6 1.981 -2.985 -4.849
H7 1.383 -2.612 -6.448
C4 -0.865 -0.988 -6.273
H8 -0.286 -1.596 -6.977
H9 -1.225 -0.065 -6.752
H10 -1.725 -1.562 -5.906
C5 5.011 0.355 -4.039
H11 5.622 0.975 -3.376
H12 5.397 0.559 -5.052
H13 5.268 -0.701 -3.853
C6 3.458 2.434 -4.679
H14 2.496 2.784 -5.070
H15 4.196 2.313 -5.492
H16 3.858 3.087 -3.893
Re1 0.511 0.923 -3.456
C7 0.673 -4.090 -3.414
C8 1.443 -3.880 -2.361
C9 2.597 -2.814 -2.472
C10 3.015 -2.111 -1.146
C11 4.493 -1.600 -1.077
C12 4.950 -0.466 -1.574
C13 2.320 1.019 -2.391
C14 -1.338 0.148 -3.922
C15 0.155 2.265 -1.801
H17 -0.267 -4.593 -3.562
H18 1.400 -4.365 -1.396
H19 2.278 -2.072 -3.236
H20 3.426 -3.319 -3.017
H21 2.243 -1.308 -1.022
H22 2.809 -2.836 -0.324
H23 5.083 -2.336 -0.508
H24 5.739 0.286 -1.649
H25 2.707 0.255 -1.738
H26 2.580 2.016 -1.979
H27 -1.994 -0.641 -3.591
H28 -1.827 0.734 -4.702
H29 -0.899 2.499 -1.833
H30 0.754 3.131 -2.119
H31 0.500 1.975 -0.785
I1 -0.626 -0.492 -1.414

As for the HOMO-LUMO gap (spin up / spin down): 4.368 / 5.849 eV. As for the HOMO energy (spin up / spin down): -13.9 / -14.9 eV. Its spin multiplicity is 4. Its total charge is +2. As for the relative energy (zero: lowest compared OMol25 entry of this formula, charge and spin): 268.4 kcal per mole. As for the LUMO energy (spin up / spin down): -0.3517 / -0.3314 Eh.

# 2
A cluster of 16 separate species, C90H200O48 in total, computed with the ωB97M-V functional and the def2-TZVPD basis.

Cartesian coordinates (Å):
C1 -3.661 2.212 -6.550
O1 -4.327 3.262 -7.219
C2 -5.756 3.303 -7.003
C3 -6.088 3.666 -5.591
O2 -6.028 2.513 -4.838
C4 -6.376 2.716 -3.485
C5 -5.149 3.413 -2.784
O3 -4.077 2.506 -2.683
C6 -2.881 3.100 -2.190
H1 -3.770 2.208 -5.464
H2 -2.614 2.191 -6.773
H3 -4.075 1.249 -6.885
H4 -6.104 2.274 -7.195
H5 -6.201 4.012 -7.702
H6 -7.088 4.134 -5.655
H7 -5.460 4.487 -5.203
H8 -6.464 1.720 -3.066
H9 -7.261 3.388 -3.359
H10 -5.444 3.727 -1.732
H11 -4.807 4.309 -3.308
H12 -2.915 3.648 -1.251
H13 -2.523 3.812 -2.949
H14 -2.115 2.341 -2.043
C7 3.213 3.567 2.739
O4 3.989 3.648 1.569
C8 4.793 4.688 1.406
C9 5.956 4.348 0.441
O5 6.830 3.367 1.054
C10 7.687 2.727 0.091
C11 8.583 1.766 0.859
O6 7.937 0.500 0.852
C12 8.554 -0.365 1.830
H15 2.720 2.591 2.747
H16 2.425 4.276 2.871
H17 3.814 3.485 3.631
H18 5.297 4.923 2.401
H19 4.377 5.637 1.042
H20 6.500 5.287 0.228
H21 5.616 3.966 -0.527
H22 8.224 3.543 -0.378
H23 7.178 2.239 -0.746
H24 8.814 2.137 1.884
H25 9.543 1.752 0.308
H26 8.406 0.147 2.785
H27 9.609 -0.477 1.656
H28 8.135 -1.372 1.861
C13 8.333 -8.794 4.914
O7 7.323 -7.780 4.909
C14 7.718 -6.587 4.247
C15 6.533 -5.609 4.215
O8 5.604 -5.868 3.235
C16 4.496 -4.987 3.279
C17 3.478 -5.208 2.126
O9 3.979 -4.676 0.922
C18 2.998 -4.867 -0.070
H29 8.659 -8.968 3.878
H30 7.916 -9.720 5.277
H31 9.226 -8.585 5.528
H32 8.043 -6.757 3.222
H33 8.544 -6.080 4.785
H34 6.983 -4.599 4.110
H35 6.018 -5.695 5.179
H36 4.867 -3.953 3.120
H37 4.061 -5.082 4.259
H38 2.516 -4.749 2.405
H39 3.317 -6.296 1.997
H40 2.049 -4.467 0.274
H41 2.850 -5.943 -0.205
H42 3.279 -4.505 -1.058
C19 6.928 -1.168 -6.018
O10 6.502 -0.617 -7.220
C20 7.250 0.551 -7.583
C21 6.828 1.906 -6.990
O11 6.841 1.829 -5.584
C22 6.315 2.984 -4.906
C23 6.493 2.748 -3.404
O12 5.358 3.098 -2.601
C24 4.365 2.110 -2.575
H43 8.002 -1.230 -5.837
H44 6.618 -2.189 -5.889
H45 6.498 -0.654 -5.164
H46 7.150 0.675 -8.661
H47 8.304 0.419 -7.282
H48 5.780 2.152 -7.346
H49 7.539 2.663 -7.379
H50 5.241 3.145 -5.118
H51 6.826 3.912 -5.295
H52 7.328 3.362 -3.059
H53 6.712 1.689 -3.208
H54 3.497 2.428 -2.010
H55 4.679 1.200 -2.086
H56 4.109 1.941 -3.622
C25 4.839 -1.187 -0.624
O13 3.873 -0.223 -0.308
C26 4.148 0.621 0.816
C27 4.597 0.032 2.157
O14 3.535 -0.508 2.922
C28 3.920 -1.079 4.208
C29 2.709 -1.764 4.876
O15 2.449 -2.981 4.236
C30 1.306 -3.640 4.772
H57 4.731 -1.438 -1.646
H58 4.713 -2.093 -0.010
H59 5.789 -0.707 -0.429
H60 3.246 1.216 1.052
H61 4.967 1.305 0.570
H62 5.118 0.858 2.702
H63 5.329 -0.760 1.961
H64 4.174 -0.230 4.846
H65 4.708 -1.794 4.138
H66 1.894 -1.007 4.922
H67 3.012 -1.962 5.909
H68 1.084 -4.555 4.238
H69 0.418 -3.062 4.664
H70 1.447 -4.012 5.768
C31 -6.392 -0.760 3.471
O16 -7.774 -1.055 3.398
C32 -8.509 -0.205 2.461
C33 -9.996 -0.524 2.616
O17 -10.470 -0.118 3.850
C34 -11.812 0.066 3.874
C35 -12.835 -1.042 4.048
O18 -12.719 -1.985 3.061
C36 -13.834 -2.849 3.059
H71 -5.824 -1.070 2.613
H72 -5.894 -1.298 4.246
H73 -6.199 0.299 3.685
H74 -8.188 -0.379 1.418
H75 -8.363 0.851 2.678
H76 -10.142 -1.615 2.493
H77 -10.590 -0.081 1.815
H78 -12.156 0.580 2.950
H79 -12.119 0.785 4.665
H80 -13.842 -0.593 4.047
H81 -12.621 -1.483 5.046
H82 -13.637 -3.515 2.220
H83 -14.818 -2.346 2.930
H84 -13.845 -3.555 3.850
C37 2.366 -0.554 -4.134
O19 1.604 -1.683 -4.494
C38 2.211 -2.868 -3.911
C39 1.381 -4.039 -4.400
O20 0.120 -4.078 -3.759
C40 -0.635 -5.236 -4.144
C41 -1.752 -5.422 -3.121
O21 -1.358 -5.949 -1.910
C42 -0.915 -4.948 -0.947
H85 1.799 0.266 -4.575
H86 3.388 -0.551 -4.526
H87 2.381 -0.539 -3.043
H88 2.238 -2.771 -2.790
H89 3.223 -2.963 -4.286
H90 1.887 -5.008 -4.183
H91 1.228 -3.992 -5.491
H92 0.013 -6.124 -4.158
H93 -0.991 -5.218 -5.173
H94 -2.499 -6.060 -3.591
H95 -2.260 -4.434 -3.029
H96 -0.736 -5.513 -0.048
H97 -1.625 -4.171 -0.744
H98 0.057 -4.503 -1.246
C43 -5.523 -0.543 -0.936
O22 -5.441 -1.931 -1.260
C44 -4.475 -2.663 -0.591
C45 -4.466 -4.148 -0.894
O23 -5.682 -4.756 -0.529
C46 -6.453 -4.345 0.549
C47 -5.966 -4.896 1.907
O24 -4.801 -4.231 2.312
C48 -4.510 -4.646 3.639
H99 -4.781 0.046 -1.423
H100 -5.583 -0.396 0.137
H101 -6.373 -0.101 -1.450
H102 -4.676 -2.477 0.487
H103 -3.484 -2.223 -0.843
H104 -3.595 -4.601 -0.380
H105 -4.329 -4.260 -1.967
H106 -7.472 -4.682 0.359
H107 -6.652 -3.234 0.612
H108 -5.799 -6.012 1.746
H109 -6.784 -4.727 2.651
H110 -5.305 -4.274 4.266
H111 -3.620 -4.101 3.970
H112 -4.437 -5.722 3.763
C49 1.669 1.187 7.358
O25 1.149 0.856 6.076
C50 0.710 1.959 5.356
C51 0.313 1.575 3.966
O26 -1.038 1.138 3.936
C52 -1.603 1.041 2.589
C53 -3.112 1.005 2.738
O27 -3.720 2.139 3.354
C54 -3.764 3.307 2.587
H113 2.445 1.892 7.159
H114 2.084 0.286 7.825
H115 0.902 1.612 8.035
H116 1.490 2.705 5.368
H117 -0.178 2.477 5.753
H118 1.020 0.765 3.640
H119 0.475 2.359 3.202
H120 -1.253 0.124 2.119
H121 -1.276 1.913 1.985
H122 -3.383 0.058 3.194
H123 -3.520 0.865 1.706
H124 -4.263 4.124 3.134
H125 -4.260 3.134 1.645
H126 -2.818 3.744 2.324
C55 -1.739 -1.671 5.542
O28 -1.938 -3.033 5.858
C56 -2.936 -3.218 6.837
C57 -2.690 -2.565 8.162
O29 -1.598 -3.069 8.890
C58 -0.382 -2.540 8.447
C59 0.691 -3.128 9.334
O30 1.005 -4.437 8.929
C60 1.804 -5.129 9.860
H127 -1.355 -1.091 6.384
H128 -2.626 -1.185 5.149
H129 -1.022 -1.596 4.695
H130 -3.116 -4.290 7.008
H131 -3.918 -2.795 6.500
H132 -3.585 -2.678 8.783
H133 -2.705 -1.450 8.133
H134 -0.423 -1.483 8.655
H135 -0.225 -2.660 7.375
H136 0.335 -3.033 10.377
H137 1.594 -2.470 9.231
H138 2.663 -4.479 10.138
H139 2.131 -6.012 9.344
H140 1.243 -5.381 10.766
C61 2.134 3.678 -5.081
O31 3.134 3.001 -5.827
C62 2.756 2.488 -7.052
C63 2.659 3.535 -8.137
O32 3.889 3.880 -8.784
C64 4.673 4.906 -8.099
C65 5.676 5.460 -9.106
O33 4.966 6.150 -10.073
C66 5.711 6.712 -11.102
H141 1.682 4.482 -5.659
H142 2.671 4.168 -4.235
H143 1.408 2.978 -4.673
H144 1.797 1.990 -6.969
H145 3.574 1.810 -7.289
H146 2.049 4.407 -7.819
H147 2.048 3.055 -8.881
H148 5.249 4.436 -7.302
H149 4.083 5.727 -7.682
H150 6.243 4.624 -9.583
H151 6.493 6.051 -8.631
H152 6.473 7.404 -10.706
H153 5.057 7.249 -11.781
H154 6.193 5.897 -11.728
C67 -0.677 7.988 -3.987
O34 -0.868 6.810 -3.321
C68 0.279 6.040 -2.890
C69 0.843 6.486 -1.504
O35 -0.060 6.075 -0.526
C70 0.336 6.577 0.737
C71 -0.801 6.265 1.699
O36 -0.702 6.734 2.982
C72 0.215 6.125 3.783
H155 -1.544 8.624 -3.867
H156 -0.505 7.808 -5.065
H157 0.149 8.607 -3.600
H158 1.166 6.148 -3.577
H159 0.007 4.990 -2.867
H160 0.954 7.604 -1.405
H161 1.847 6.062 -1.240
H162 0.458 7.661 0.676
H163 1.337 6.196 1.012
H164 -0.860 5.162 1.805
H165 -1.697 6.560 1.171
H166 1.242 6.054 3.426
H167 -0.113 5.101 3.950
H168 0.267 6.522 4.773
C73 -1.720 -3.233 1.825
O37 -0.331 -3.526 1.659
C74 0.466 -2.346 1.855
C75 0.735 -1.526 0.612
O38 -0.462 -1.008 0.018
C76 -0.303 -0.397 -1.203
C77 0.624 0.765 -1.155
O39 0.199 1.791 -0.232
C78 0.978 2.932 -0.383
H169 -2.345 -4.146 1.756
H170 -1.970 -2.501 1.030
H171 -1.985 -2.866 2.828
H172 1.462 -2.675 2.211
H173 0.021 -1.758 2.699
H174 1.250 -2.216 -0.068
H175 1.442 -0.738 0.844
H176 -1.298 -0.135 -1.487
H177 0.029 -1.171 -1.947
H178 0.768 1.157 -2.175
H179 1.603 0.439 -0.766
H180 0.548 3.677 0.256
H181 1.041 3.168 -1.447
H182 2.010 2.803 -0.057
C79 -3.052 -1.180 -4.041
C80 -1.653 -1.605 -4.439
C81 -1.393 -2.102 -5.882
O40 -0.934 -0.884 -6.533
C82 -0.503 0.049 -5.642
O41 -0.061 1.098 -5.926
O42 -0.737 -0.393 -4.437
H183 -3.517 -0.486 -4.686
H184 -2.876 -0.787 -3.033
H185 -3.624 -2.102 -3.805
H186 -1.237 -2.190 -3.608
H187 -2.286 -2.509 -6.349
H188 -0.570 -2.795 -6.056
C83 -0.783 -7.006 2.650
C84 -1.836 -8.058 2.886
C85 -2.909 -8.174 1.813
O43 -3.134 -9.562 1.710
C86 -2.046 -10.259 2.232
O44 -1.977 -11.475 2.211
O45 -1.221 -9.423 2.829
H189 -1.277 -6.023 2.780
H190 -0.344 -6.907 1.680
H191 -0.041 -6.985 3.461
H192 -2.176 -7.949 3.958
H193 -2.459 -7.693 0.885
H194 -3.906 -7.830 2.044
C87 -3.162 9.175 -1.050
C88 -4.091 8.053 -1.130
C89 -3.410 6.748 -1.479
O46 -3.967 5.850 -0.487
C90 -4.638 6.508 0.444
O47 -5.125 6.013 1.432
O48 -4.646 7.817 0.143
H195 -2.555 9.277 -1.951
H196 -2.502 8.938 -0.222
H197 -3.690 10.097 -0.789
H198 -4.885 8.324 -1.861
H199 -2.330 6.840 -1.438
H200 -3.695 6.344 -2.446

As for the HOMO-LUMO gap: 9.487 eV. As for the HOMO energy: -9.2 eV. Its total charge is 0. As for the LUMO energy: 0.0109 Eh.

# 3
An isolated molecule of C6H10, computed with the ωB97M-V functional and the def2-TZVPD basis.

Cartesian coordinates (Å):
C1 -0.579 -0.040 -1.379
C2 -0.748 -0.038 0.136
C3 -1.099 -1.435 0.671
C4 0.366 0.505 0.971
C5 1.560 1.091 0.681
C6 2.150 1.113 -0.625
H1 -1.495 -0.432 -1.839
H2 0.268 -0.660 -1.675
H3 -0.386 0.963 -1.768
H4 -1.596 0.625 0.392
H5 -1.270 -1.420 1.754
H6 -2.003 -1.817 0.188
H7 -0.278 -2.128 0.463
H8 2.027 1.546 1.557
H9 0.129 0.450 2.038
H10 3.061 1.747 -0.542

As for the HOMO-LUMO gap (spin up / spin down): 7.349 / 7.379 eV. As for the HOMO energy (spin up / spin down): -8.1 / -8.1 eV. Its total charge is 0. As for the relative energy (zero: lowest compared OMol25 entry of this formula, charge and spin): 93.2 kcal per mole. As for the LUMO energy (spin up / spin down): -0.0277 / -0.0275 Eh.

Q: What is the formula in the third record?
A: C6H10

Q: Which formula does entry 1 have?
A: C15H31IP2Re

Q: What is the formula in the first record?
A: C15H31IP2Re

Q: Among the records above, which one has the highest total charge?
A: C15H31IP2Re